Entry 1:
A structure of composition CHF3NO3S2Yb in a non-equilibrium geometry. Source: the Open Molecules 2025 dataset; level of theory: ωB97M-V with the def2-TZVPD basis set.

Each line ends with the Löwdin charge.
Cartesian coordinates (Å):
Yb -3.09 1.03 -1.28  1.2943
N 0.37 -0.30 -1.22  -0.4809
S 1.56 -0.91 -1.97  1.0596
O 0.88 -1.74 -2.98  -0.4040
S 0.32 0.68 0.07  0.6823
O -1.15 1.03 0.12  -0.6087
O 1.33 1.71 -0.03  -0.2494
C 0.68 -0.68 1.45  -0.6669
F 1.60 -0.15 2.23  0.1877
F -0.47 -0.80 2.09  0.1733
F 1.07 -1.87 1.08  0.1816
H -3.09 2.00 0.44  -0.1690

## Properties
Molar mass = 369.19 g mol⁻¹
Net charge = +1
Orbital gap = 5.8 eV
Lowest unoccupied orbital energy = -6.11 eV
Energy relative to the best compared isomer or geometry (same formula, charge and spin) = 0.0 kcal/mol

Entry 2:
A cluster of 2 separate species, CHF3O3S in total in a non-equilibrium geometry. Source: the Open Molecules 2025 dataset; level of theory: ωB97M-V with the def2-TZVPD basis set.

Each line ends with the Löwdin charge.
Cartesian coordinates (Å):
C -1.81 0.07 -0.09  -0.6156
O 0.77 0.71 0.33  -0.3288
O -1.44 -1.05 -0.04  0.1171
O 1.64 -0.39 -1.69  -0.3482
F -2.36 0.58 1.00  0.1718
F -1.69 0.95 -1.04  0.2177
F 2.48 -0.91 0.66  -0.3559
S 1.16 -0.75 -0.41  0.9823
H 1.24 0.79 1.28  0.1597

## Properties
Molar mass = 150.08 g mol⁻¹
Orbital gap = 11.8 eV
Lowest unoccupied orbital energy = 0.34 eV
Energy relative to the best compared isomer or geometry (same formula, charge and spin) = 9.0 kcal/mol